1.
2 unconnected molecules or ions with the total composition C2H3F2O2S. Source: OMol25; level of theory: wB97M-V/def2-TZVPD.

For the HOMO-LUMO gap, the calculation gives 7.6 eV. Its charge is -1. The lowest unoccupied orbital energy comes out at 4.08 eV. For the energy above the lowest of the compared OMol25 structures with the same formula, charge and spin, the calculation gives 222.4 kJ/mol.

Atoms and positions in Å:
C  -0.1632  -1.3676  0.9569
C  -0.2111  0.7201  0.2002
O  1.2028  -0.1284  -2.0782
O  0.4792  2.3313  -1.8823
F  -1.5252  1.0281  0.4680
F  0.5642  1.4802  1.0490
S  0.1506  0.8634  -1.8033
H  -1.2604  -1.4728  1.1528
H  0.4635  -1.4057  1.7880
H  0.2998  -2.0486  0.1488

Forces on atoms 1 to 2 (eV/Å):
-0.868 1.897 -3.666
0.466 -2.881 1.446

2.
A molecular structure, C46H45N8O2SScSi. Source: OMol25; level of theory: wB97M-V/def2-TZVPD.

For the HOMO-LUMO gap, the calculation gives 6.6 eV. Its charge is 0. The lowest unoccupied orbital energy comes out at -0.55 eV. For the energy above the lowest of the compared OMol25 structures with the same formula, charge and spin, the calculation gives 44.6 kJ/mol.

Atoms and positions in Å:
Sc  0.0921  -0.0413  0.0047
N  -2.1334  2.0410  -3.4417
C  -1.2210  1.3880  -2.6914
S  -0.1768  2.2960  -1.7152
N  -1.0682  0.0968  -2.9342
N  -0.3000  -0.6232  -2.1326
C  0.2584  -1.7009  -2.6375
C  0.0933  -2.0668  -4.0621
C  -1.1867  -2.2116  -4.5932
C  -1.3531  -2.5720  -5.9179
C  -0.2515  -2.7829  -6.7313
C  1.0233  -2.6156  -6.2182
C  1.1956  -2.2545  -4.8945
C  1.0656  -2.5089  -1.7516
C  1.6753  -3.6949  -2.2019
C  2.4623  -4.4263  -1.3442
C  2.6115  -3.9816  -0.0331
C  1.9508  -2.8256  0.3473
N  1.1984  -2.0945  -0.4689
H  -2.3001  3.0096  -3.2213
H  -2.8664  1.5154  -3.8862
H  -2.0467  -2.0505  -3.9597
H  -2.3484  -2.6906  -6.3206
H  -0.3849  -3.0698  -7.7641
H  1.8851  -2.7660  -6.8523
H  2.1936  -2.1082  -4.5059
H  1.5174  -4.0133  -3.2201
H  2.9457  -5.3315  -1.6830
H  3.2189  -4.5243  0.6742
H  2.0196  -2.4631  1.3662
O  1.7343  2.2843  3.1862
C  1.2412  1.3960  2.4895
N  1.3364  1.2583  1.1690
C  2.2048  2.2450  0.5457
C  2.9420  1.6535  -0.6196
C  4.1004  2.2636  -1.1022
C  4.7997  1.6750  -2.1357
C  4.3144  0.4916  -2.6724
C  3.1397  -0.0194  -2.1563
N  2.4638  0.5245  -1.1485
C  0.5056  0.2563  3.1585
C  0.2122  0.3587  4.5175
C  -0.3794  -0.7067  5.1668
C  -0.6055  -1.8681  4.4410
C  -0.2575  -1.8889  3.1003
N  0.2596  -0.8502  2.4461
H  2.9156  2.6151  1.3027
H  1.6216  3.1115  0.1875
H  4.4431  3.1852  -0.6577
H  5.7061  2.1221  -2.5119
H  4.8347  -0.0205  -3.4675
H  2.7144  -0.9225  -2.5680
H  0.4707  1.2810  5.0148
H  -0.6475  -0.6461  6.2120
H  -1.0373  -2.7403  4.9075
H  -0.3815  -2.7959  2.5239
C  -4.6747  2.6169  2.6832
C  -3.4257  1.7475  2.5051
C  -2.2121  2.5778  2.9310
C  -3.5173  0.5234  3.4184
Si  -3.1639  1.1722  0.6748
O  -1.7174  0.5501  0.4785
C  -3.4923  2.6610  -0.4720
C  -4.5494  2.6851  -1.3765
C  -4.7343  3.7518  -2.2403
C  -3.8618  4.8279  -2.2076
C  -2.8072  4.8262  -1.3088
C  -2.6279  3.7507  -0.4573
C  -4.4780  -0.1049  0.1453
C  -4.1561  -0.9976  -0.8702
C  -5.0592  -1.9417  -1.3218
C  -6.3198  -2.0196  -0.7548
C  -6.6631  -1.1386  0.2549
C  -5.7547  -0.1875  0.6863
H  -4.6055  3.2038  3.5994
H  -5.5774  2.0139  2.7490
H  -4.7862  3.3047  1.8472
H  -2.1609  2.6661  4.0176
H  -2.2756  3.5810  2.5177
H  -1.2862  2.1220  2.5830
H  -3.6565  0.8193  4.4600
H  -2.5983  -0.0578  3.3541
H  -4.3486  -0.1186  3.1309
H  -5.2434  1.8565  -1.3986
H  -5.5610  3.7503  -2.9382
H  -4.0076  5.6685  -2.8719
H  -2.1241  5.6625  -1.2723
H  -1.7958  3.7451  0.2294
H  -3.1641  -0.9475  -1.2964
H  -4.7812  -2.6181  -2.1182
H  -7.0318  -2.7582  -1.0950
H  -7.6421  -1.1930  0.7113
H  -6.0470  0.5083  1.4574
C  -3.0776  -4.8778  0.6693
C  -2.3431  -4.8045  -0.5036
C  -1.6816  -3.6226  -0.7946
N  -1.6862  -2.5561  -0.0027
C  -2.4336  -2.6206  1.0935
C  -3.1371  -3.7540  1.4770
H  -3.5929  -5.7878  0.9405
H  -2.2856  -5.6445  -1.1799
H  -1.1401  -3.5269  -1.7248
H  -2.4694  -1.7191  1.6854
H  -3.7245  -3.7453  2.3822

Forces on atoms 1 to 2 (eV/Å):
0.077 0.520 0.129
0.061 -0.217 0.116

3.
A molecular structure, C40H28ClF6MnN6O5S. Source: OMol25; level of theory: wB97M-V/def2-TZVPD.

For the HOMO-LUMO gap (spin up / spin down), the calculation gives 6.4 / 5.9 eV. Its spin multiplicity is 2. Its charge is -1. The lowest unoccupied orbital energy (spin up / spin down) comes out at 1.98 / 1.98 eV. For the energy above the lowest of the compared OMol25 structures with the same formula, charge and spin, the calculation gives 0.0 kJ/mol.

Atoms and positions in Å:
Mn  0.6177  0.5889  -0.8226
Cl  6.9147  -2.2042  -3.0072
C  5.3081  -1.8574  -2.4099
C  4.4020  -2.9084  -2.2213
C  3.1458  -2.6418  -1.7505
C  2.7039  -1.3240  -1.4435
O  1.5086  -1.1694  -1.0037
C  3.6512  -0.2683  -1.6419
C  3.4117  1.1039  -1.3335
N  2.3011  1.6081  -0.9100
C  2.1870  2.9746  -0.6298
C  3.2063  3.8832  -0.4673
C  2.9295  5.2313  -0.1791
C  1.6465  5.6808  -0.0302
C  0.5720  4.7738  -0.1591
C  -0.7820  5.1324  0.0255
C  -1.7492  4.1779  -0.0848
C  -1.3768  2.8563  -0.3912
N  -0.1373  2.4940  -0.5871
C  0.8471  3.4257  -0.4663
C  4.9398  -0.5745  -2.1236
H  4.7031  -3.9221  -2.4519
H  2.4304  -3.4412  -1.6038
H  4.2653  1.7625  -1.4960
H  4.2385  3.5684  -0.5339
H  3.7584  5.9183  -0.0609
H  1.4399  6.7173  0.2072
H  -1.0303  6.1596  0.2657
H  -2.7945  4.4127  0.0617
H  -2.1247  2.0794  -0.4959
H  5.6522  0.2309  -2.2588
C  -4.9742  -1.1204  3.8739
C  -4.5388  -2.3383  3.0659
C  -5.7540  -2.9990  2.4312
C  -5.3428  -4.1694  1.5549
C  -4.4034  -3.6792  0.4892
C  -4.3528  -4.2668  -0.7553
C  -3.4668  -3.7953  -1.7158
F  -3.4478  -4.4142  -2.9139
C  -2.6309  -2.7426  -1.4748
C  -2.6728  -2.1307  -0.2170
C  -1.7468  -1.0182  0.0480
O  -1.1164  -0.5290  -0.8941
C  -1.6709  -0.5975  1.4205
C  -2.5908  -1.0696  2.2987
N  -3.5585  -1.9771  2.0194
C  -3.5579  -2.5903  0.7671
C  -0.6286  0.3716  1.9724
O  -0.8196  0.7961  3.1180
O  0.3713  0.6097  1.2389
H  -5.8103  -1.4029  4.5146
H  -5.3041  -0.3231  3.2060
H  -4.1874  -0.7276  4.5135
H  -4.0609  -3.0640  3.7352
H  -6.2851  -2.2554  1.8288
H  -6.4273  -3.3179  3.2277
H  -6.2124  -4.6434  1.0981
H  -4.8497  -4.9309  2.1683
H  -4.9960  -5.1043  -0.9960
H  -1.9370  -2.3697  -2.2168
H  -2.5448  -0.6814  3.3058
C  5.5825  1.5993  4.6798
C  4.1728  1.9340  4.1905
C  3.6110  0.8538  3.3211
N  3.9581  0.6719  2.0954
N  3.3320  -0.3758  1.4914
C  2.5050  -0.9859  2.2783
N  1.7443  -2.0621  1.8832
S  2.4466  -0.3114  3.8772
H  5.9829  2.4031  5.3004
H  6.2473  1.4507  3.8295
H  5.5802  0.6807  5.2689
H  4.1866  2.8549  3.6051
H  3.5066  2.1040  5.0378
H  1.6443  -2.0405  0.8658
H  0.8384  -2.0858  2.3281
F  -2.6278  0.1951  -7.3014
C  -1.8531  0.3191  -6.2028
C  -2.1801  1.2094  -5.2001
F  -3.2866  1.9668  -5.3241
C  -1.3874  1.3342  -4.0756
F  -1.7662  2.2349  -3.1412
C  -0.2128  0.5794  -3.8639
O  0.5486  0.6774  -2.8491
C  0.0748  -0.3234  -4.9234
F  1.1689  -1.0960  -4.8207
C  -0.7093  -0.4486  -6.0487
F  -0.3761  -1.3270  -7.0106

Forces on atoms 1 to 2 (eV/Å):
-0.607 -0.053 -0.080
0.065 -0.014 -0.025

4.
C4H4N2O2 in the gas phase. Source: OMol25; level of theory: wB97M-V/def2-TZVPD.

For the HOMO-LUMO gap, the calculation gives 9.4 eV. Its charge is 0. The lowest unoccupied orbital energy comes out at -0.34 eV. Its SMILES is O[C@@H]1Cc2nonc21. For the energy above the lowest of the compared OMol25 structures with the same formula, charge and spin, the calculation gives 775.5 kJ/mol.

Atoms and positions in Å:
C  -0.8970  -0.4059  0.4112
C  -0.5355  1.0739  -0.0956
C  0.9139  0.6527  0.1297
C  0.6413  -0.6579  0.6408
H  -2.2466  -0.9095  -0.6400
H  -1.6345  -0.2752  1.2784
H  -0.8577  1.7056  0.7795
H  -0.7319  1.4117  -1.1695
N  2.2203  0.6519  -0.4597
N  1.7216  -1.5775  0.1251
O  -1.2645  -1.1621  -0.7653
O  2.6706  -0.5076  -0.2347

Forces on atoms 1 to 2 (eV/Å):
1.008 0.917 -1.362
0.667 0.466 1.559

5.
2 unconnected molecules or ions with the total composition C25H44FN3O4P2. Source: OMol25; level of theory: wB97M-V/def2-TZVPD.

For the HOMO-LUMO gap, the calculation gives 5.1 eV. Its charge is +2. The lowest unoccupied orbital energy comes out at -7.18 eV.

Atoms and positions in Å:
C  2.6636  2.0465  2.5162
C  1.4352  1.3045  3.2236
C  1.7957  1.1984  4.7662
C  0.0929  2.1493  2.9680
C  -0.8463  1.4802  1.9037
P  -2.1607  0.2459  2.3636
C  -1.9922  -1.4546  3.1429
C  -0.6409  -1.7887  3.9007
C  0.0104  -3.1674  3.3880
O  -0.9065  -2.0088  5.3117
C  -3.8645  0.5881  1.5471
C  -4.1605  2.2443  1.6001
C  -5.1213  2.7829  0.3879
O  -5.5555  2.6294  1.8900
C  -2.6569  1.0734  3.9909
C  -4.0918  0.8050  4.5705
F  -1.7581  0.7971  5.0956
P  -1.6701  -0.7479  0.3692
N  -0.2709  -1.5220  0.3378
O  -2.8616  -1.8969  -0.0810
O  -1.5893  0.4112  -0.9137
H  2.8495  3.0751  2.9257
H  3.5549  1.3619  2.5352
H  2.3264  2.1677  1.4332
H  1.3858  0.3025  2.6907
H  2.3438  2.1596  5.0311
H  0.8560  1.2003  5.3820
H  2.5111  0.3646  4.9983
H  0.4865  3.0900  2.4514
H  -0.3528  2.5452  3.9163
H  -0.1400  0.9618  1.1750
H  -1.2835  2.3286  1.2838
H  -2.8142  -1.5747  3.9193
H  -2.1710  -2.3196  2.4298
H  0.1706  -1.0173  3.8277
H  -0.1959  -3.9961  4.1193
H  -0.3643  -3.4602  2.3611
H  1.1391  -3.0546  3.3158
H  -0.4627  -1.2870  5.7873
H  -4.7272  0.0774  2.0287
H  -3.8560  0.4535  0.4362
H  -3.2958  2.9440  1.9412
H  -5.8566  2.0814  -0.0763
H  -5.1251  3.9032  0.2533
H  -2.5695  2.2002  3.8535
H  -4.9394  1.2885  4.0065
H  -4.3692  -0.2734  4.7226
H  -4.1132  1.2764  5.6048
H  0.1649  -1.4158  1.2596
H  -2.4783  -2.7893  0.0254
H  -2.3076  0.1895  -1.5354
C  1.8083  -0.8626  -9.7481
N  1.9413  -0.8016  -8.2747
C  1.4543  -1.8119  -7.5310
C  1.5970  -1.8077  -6.1544
C  2.2559  -0.7549  -5.5203
C  2.7264  0.2850  -6.3225
C  2.5576  0.2427  -7.6948
C  2.4789  -0.7394  -4.0591
C  3.7720  -0.6610  -3.5389
C  3.9738  -0.5982  -2.1727
N  2.9279  -0.6073  -1.3281
C  1.6666  -0.7067  -1.7914
C  1.4211  -0.7768  -3.1524
C  3.1397  -0.4915  0.1281
H  0.7509  -0.9622  -9.9900
H  2.3727  -1.7271  -10.0968
H  2.2079  0.0457  -10.1927
H  0.9629  -2.6229  -8.0546
H  1.2086  -2.6469  -5.5877
H  3.2284  1.1413  -5.8861
H  2.9194  1.0357  -8.3368
H  4.6366  -0.6506  -4.1934
H  4.9670  -0.5320  -1.7467
H  0.8606  -0.7171  -1.0548
H  0.3934  -0.8365  -3.4928
H  2.6798  -1.3568  0.6047
H  2.6697  0.4338  0.4564
H  4.2046  -0.4658  0.3496

Forces on atoms 1 to 2 (eV/Å):
-1.352 -0.722 -0.866
0.757 0.785 0.380

6.
7 unconnected molecules or ions with the total composition C14H44BO6S6. Source: OMol25; level of theory: wB97M-V/def2-TZVPD.

For the HOMO-LUMO gap, the calculation gives 5.4 eV. Its charge is -1. The lowest unoccupied orbital energy comes out at 1.44 eV.

Atoms and positions in Å:
B  -0.5833  -3.9719  3.9209
C  0.2612  -4.0712  2.4994
C  -0.0853  -2.9898  1.4931
H  -0.5826  -2.7763  4.2336
H  -1.7478  -4.3519  3.7967
H  0.0141  -4.6201  4.7927
H  0.1992  -5.0492  2.0559
H  1.2976  -3.9166  2.7563
H  -1.0924  -3.1208  1.1467
H  0.0553  -2.0319  1.9489
H  0.6033  -3.0223  0.6692
C  1.6132  -1.8320  -3.5147
S  2.8104  -2.3556  -2.2818
O  2.0944  -2.4408  -0.9872
C  3.7340  -0.8131  -2.2718
H  0.8986  -2.6410  -3.6434
H  1.0986  -0.9380  -3.1628
H  2.1322  -1.6392  -4.4537
H  3.0667  0.0064  -2.0044
H  4.1692  -0.6553  -3.2575
H  4.5202  -0.9048  -1.5257
C  0.6475  0.4010  5.5743
S  -0.9203  1.2568  5.4961
O  -0.6194  2.7185  5.3613
C  -1.3644  0.9708  7.2132
H  1.1230  0.4916  4.6022
H  1.2695  0.8651  6.3435
H  0.4736  -0.6529  5.7842
H  -0.5935  1.3835  7.8644
H  -1.4722  -0.1008  7.3755
H  -2.3128  1.4689  7.4010
C  -5.7490  -2.3568  -0.3987
S  -4.6144  -2.8824  0.8994
O  -5.4089  -2.9348  2.1564
C  -3.6548  -1.3681  0.9253
H  -6.4683  -3.1574  -0.5562
H  -6.2662  -1.4489  -0.0870
H  -5.1884  -2.1799  -1.3167
H  -4.2910  -0.5124  1.1448
H  -3.1684  -1.2403  -0.0422
H  -2.8975  -1.4708  1.7014
C  7.1406  -1.6897  -5.1928
S  5.6999  -1.5933  -6.2620
O  4.5105  -1.7556  -5.3877
C  5.9617  -3.1741  -7.0737
H  7.1422  -0.8078  -4.5575
H  7.0781  -2.5867  -4.5780
H  8.0428  -1.7034  -5.8034
H  5.9821  -3.9671  -6.3274
H  6.8988  -3.1437  -7.6286
H  5.1347  -3.3358  -7.7599
C  -1.4704  2.6514  1.1662
S  -2.8346  2.0797  2.1755
O  -3.8344  1.4724  1.2444
C  -3.4530  3.7114  2.6002
H  -0.9653  1.7734  0.7666
H  -1.8403  3.2709  0.3513
H  -0.7788  3.2159  1.7909
H  -3.7006  4.2566  1.6890
H  -2.6906  4.2389  3.1719
H  -4.3438  3.5804  3.2099
C  -2.0739  5.4159  -3.5249
S  -0.8748  4.9143  -2.2842
O  -1.5963  4.8569  -0.9885
C  0.0586  6.4500  -2.2907
H  -2.7879  4.6048  -3.6401
H  -2.5884  6.3164  -3.1915
H  -1.5627  5.5925  -4.4709
H  -0.6022  7.2796  -2.0421
H  0.5064  6.5962  -3.2732
H  0.8407  6.3648  -1.5410

Forces on atoms 1 to 2 (eV/Å):
0.317 -0.135 -0.432
-0.453 0.626 1.098

no.,calculated total energy (Eh)
1,-826.35648
2,-3817.14195
3,-4854.59529
4,-414.55082
5,-2226.09993
6,-3425.00782